[1]
The following is a quantum chemistry calculation of a 2-piece molecular cluster, C3H9NO3 overall, from the Open Molecules 2025 dataset.

Structure (XYZ):
```
16
C3H9NO3, DFT the ωB97M-V functional and the def2-TZVPD basis
O -0.925 -0.185 -2.027
C -0.409 0.461 -1.133
C 1.091 0.822 -0.963
N 0.873 -0.421 -0.179
C 1.546 -0.214 1.311
O 0.820 -1.055 2.124
H -1.022 0.917 -0.316
H 1.136 1.814 -0.479
H 1.559 0.999 -1.916
H 0.989 -1.322 -0.641
H 2.547 -0.588 1.074
H 1.360 0.839 1.472
H -0.028 -1.006 1.643
H -2.911 0.374 0.153
H -3.116 -1.063 -0.328
O -3.513 -0.371 0.206
```

As for the structure (SMILES): [O-][C@@H]1C[N@H+]1CO.O. The calculation puts the frontier orbital gap at 0.3581 Ha.



[2]
The following is a quantum chemistry calculation of C21H23BF4N3O3RuS2 as an isolated structure, from the Open Molecules 2025 dataset.

Structure (XYZ):
```
58
C21H23BF4N3O3RuS2, DFT the ωB97M-V functional and the def2-TZVPD basis
Ru 0.358 0.096 1.598
C 1.849 3.221 -1.047
C 1.841 2.197 0.051
N 0.711 1.746 0.480
N -0.420 2.453 0.073
C -1.342 2.402 0.959
S -1.199 1.452 2.443
S -2.838 3.280 0.809
C -2.653 4.067 -0.828
C -3.326 3.296 -1.929
C -4.535 3.741 -2.451
C -5.176 3.027 -3.453
C -4.614 1.853 -3.933
C -3.412 1.398 -3.409
C -2.768 2.116 -2.415
C 3.089 1.799 0.710
C 4.283 2.453 0.352
C 5.465 2.254 1.025
C 5.493 1.386 2.117
C 4.347 0.736 2.505
C 3.138 0.919 1.818
O 2.124 0.179 2.260
H 0.986 3.067 -1.687
H 2.754 3.143 -1.643
H 1.785 4.231 -0.638
H -1.584 4.176 -0.993
H -3.093 5.058 -0.721
H -4.978 4.656 -2.072
H -6.116 3.384 -3.854
H -5.118 1.288 -4.707
H -2.982 0.468 -3.755
H -1.845 1.739 -1.992
H 4.278 3.155 -0.468
H 6.358 2.779 0.715
H 6.414 1.224 2.662
H 4.339 0.058 3.348
O 0.294 -1.849 2.639
C 0.763 -2.650 1.840
O 1.283 -2.217 0.716
C 0.689 -4.148 1.990
N 1.405 -4.771 0.869
C 0.509 -5.748 0.205
C -0.636 -5.974 1.189
C -0.778 -4.606 1.849
H 1.089 -4.426 2.967
H 2.273 -5.193 1.165
H 1.554 -3.031 0.211
H 1.059 -6.658 -0.031
H 0.137 -5.320 -0.726
H -0.363 -6.733 1.926
H -1.552 -6.290 0.694
H -1.285 -4.620 2.811
H -1.312 -3.926 1.186
F -2.553 -0.865 -1.280
B -1.366 -1.266 -0.731
F -0.279 -0.527 -1.242
F -1.420 -1.044 0.730
F -1.127 -2.633 -0.905
```

The calculation puts the frontier orbital gap (alpha / beta) at 0.2750 / 0.2701 Ha. The spin multiplicity is 2.



Which max |F| belongs to each record? In order, 4.5; 0.9 eV/Å.
Which molecular weight belongs to each record? In order, 107.11; 617.44 g/mol.
Which ΔE to the lowest compared entry with this formula, charge and spin belongs to each record? In order, 96.7; 0.0 kcal/mol.